{
  "formula": "C57H41CoF10N5O2P2Te",
  "method": "ωB97M-V with the def2-TZVPD basis set",
  "symbols": ["Co", "C", "N", "C", "C", "N", "C", "C", "F", "C", "F", "C", "F", "C", "F", "C", "F", "C", "C", "N", "C", "C", "F", "C", "F", "C", "F", "C", "F", "C", "F", "H", "H", "H", "H", "H", "H", "H", "H", "H", "H", "H", "O", "C", "O", "C", "C", "C", "C", "C", "C", "C", "C", "C", "N", "H", "H", "H", "H", "H", "H", "Te", "C", "C", "C", "N", "C", "C", "C", "P", "C", "C", "C", "C", "C", "C", "C", "C", "C", "C", "C", "C", "P", "C", "C", "C", "C", "C", "C", "C", "C", "C", "C", "C", "C", "H", "H", "H", "H", "H", "H", "H", "H", "H", "H", "H", "H", "H", "H", "H", "H", "H", "H", "H", "H", "H", "H", "H", "H"],
  "positions_angstrom": [[1.31636, -0.19485, 0.55189], [2.54895, 0.22169, -2.20924], [2.86322, 0.36268, -0.78246], [3.98939, -0.56309, -0.52303], [4.37206, -0.65482, 0.94205], [3.21979, -0.84788, 1.81538], [3.44581, -1.58496, 2.91409], [4.47850, -2.53858, 3.20127], [5.41473, -2.92303, 2.29261], [4.62098, -3.18548, 4.41517], [5.65008, -4.04427, 4.57738], [3.75013, -2.98797, 5.46533], [3.90700, -3.62788, 6.64845], [2.71025, -2.10603, 5.24503], [1.82863, -1.85947, 6.23481], [2.58185, -1.45196, 4.04285], [1.55907, -0.57261, 3.96687], [3.28710, 1.75710, -0.48400], [2.25807, 2.46417, 0.40010], [1.67077, 1.62982, 1.43997], [2.08639, 1.93476, 2.70254], [1.18783, 1.98501, 3.79155], [-0.12603, 1.82648, 3.55865], [1.54814, 2.23719, 5.09544], [0.60517, 2.29719, 6.05447], [2.86512, 2.49252, 5.42658], [3.23327, 2.72189, 6.70289], [3.77820, 2.54539, 4.39701], [5.06523, 2.83939, 4.66678], [3.39170, 2.31505, 3.08888], [4.37798, 2.45555, 2.17240], [3.42575, 0.46863, -2.82284], [2.25735, -0.80732, -2.41185], [1.73438, 0.87357, -2.49851], [3.68382, -1.55035, -0.85975], [4.86813, -0.25295, -1.10952], [5.10892, -1.44952, 0.99018], [4.88762, 0.26359, 1.25977], [4.24561, 1.73470, 0.02710], [3.41791, 2.31732, -1.41679], [2.69579, 3.38087, 0.80933], [1.42707, 2.77260, -0.23910], [2.16113, -3.69885, 0.96574], [1.57636, -2.63094, 0.81511], [1.61502, -1.92099, -0.26114], [0.58444, -2.16046, 1.86761], [0.31467, -3.00852, 2.95673], [-0.65931, -2.67884, 3.84443], [-1.42159, -1.51607, 3.60747], [-2.51858, -1.14938, 4.41942], [-3.30031, -0.07371, 4.10330], [-3.00225, 0.70194, 2.96619], [-1.92705, 0.38664, 2.18716], [-1.10723, -0.71843, 2.48179], [-0.08894, -1.03445, 1.62635], [0.91426, -3.90334, 3.04683], [-0.87691, -3.30129, 4.70429], [-2.73376, -1.74719, 5.29788], [-4.14782, 0.18174, 4.72750], [-3.61525, 1.55610, 2.70739], [-1.63551, 1.01657, 1.36175], [-3.63786, 0.25095, -0.85803], [-4.44079, 0.65921, -2.79430], [-4.00442, -0.04889, -3.91064], [-4.48209, 0.29383, -5.16373], [-5.35707, 1.27999, -5.38821], [-5.78191, 1.94544, -4.31573], [-5.36829, 1.67338, -3.01951], [-1.66203, 0.04489, -1.57634], [-0.80545, -1.48944, -1.09039], [-0.09123, -2.13776, -2.67931], [-0.15655, -1.45284, -3.88538], [0.31771, -2.02169, -5.06497], [0.88428, -3.28633, -5.04723], [1.00536, -3.96233, -3.83572], [0.52561, -3.39475, -2.66720], [-2.12309, -2.80101, -0.95842], [-2.49326, -3.68498, -1.97651], [-3.47841, -4.64437, -1.77447], [-4.12472, -4.74604, -0.55114], [-3.78441, -3.86562, 0.46513], [-2.80018, -2.91076, 0.26049], [-0.44514, 1.33249, -1.05186], [-1.42500, 2.81184, -0.45062], [-1.09414, 3.39525, 0.76914], [-1.74796, 4.54203, 1.21390], [-2.74247, 5.11961, 0.44268], [-3.09989, 4.52915, -0.76584], [-2.45033, 3.38814, -1.20621], [-0.21133, 2.22568, -2.71831], [0.71116, 3.26580, -2.86640], [0.85449, 3.94589, -4.06765], [0.06045, 3.61668, -5.15869], [-0.88055, 2.60749, -5.02198], [-1.00888, 1.92629, -3.81688], [-3.28668, -0.85396, -3.79390], [-4.14711, -0.24204, -6.04697], [-6.48082, 2.75318, -4.51608], [-5.74409, 2.26247, -2.19034], [-0.58935, -0.46381, -3.89813], [0.22756, -1.47696, -5.99855], [1.23160, -3.74146, -5.96786], [1.46652, -4.94316, -3.80990], [0.62324, -3.93084, -1.72987], [-2.02196, -3.62790, -2.94758], [-3.73971, -5.31444, -2.58621], [-4.88108, -5.50618, -0.39362], [-4.27995, -3.92474, 1.42746], [-2.54561, -2.24297, 1.07462], [-0.32323, 2.93609, 1.37915], [-1.47337, 4.97989, 2.16668], [-3.23267, 6.03003, 0.76848], [-3.88342, 4.96300, -1.37705], [-2.72814, 2.96197, -2.16071], [1.32883, 3.57206, -2.03078], [1.58761, 4.74088, -4.14598], [0.16450, 4.15323, -6.09451], [-1.53183, 2.34921, -5.84973], [-1.77186, 1.16448, -3.71374]],
  "lowdin_charge": [0.473, -0.074, -0.225, -0.182, -0.199, 0.033, -0.186, -0.123, 0.043, -0.164, 0.080, -0.171, 0.064, -0.166, 0.089, -0.154, 0.087, -0.149, -0.250, -0.055, -0.193, -0.164, 0.096, -0.158, 0.095, -0.159, 0.083, -0.153, 0.088, -0.135, 0.061, 0.097, 0.080, 0.041, 0.114, 0.125, 0.102, 0.098, 0.094, 0.113, 0.120, 0.031, 0.049, -0.610, -0.196, -0.182, 0.008, 0.006, -0.156, -0.036, -0.080, -0.076, -0.076, -0.210, 0.078, 0.127, 0.120, 0.107, 0.095, 0.106, 0.050, 1.284, -0.537, -0.143, -0.170, 0.028, -0.186, -0.147, -0.913, 0.948, -0.366, -0.099, -0.098, -0.121, -0.096, -0.111, -0.356, -0.088, -0.100, -0.117, -0.100, -0.151, 0.968, -0.381, -0.105, -0.087, -0.111, -0.095, -0.141, -0.347, -0.104, -0.100, -0.113, -0.082, -0.129, 0.089, 0.096, 0.090, 0.085, 0.059, 0.092, 0.085, 0.094, 0.110, 0.095, 0.091, 0.087, 0.096, 0.076, 0.074, 0.097, 0.088, 0.095, 0.082, 0.088, 0.092, 0.088, 0.097, 0.051],
  "spin_multiplicity": 2,
  "largest_force_ev_per_a": 2.68,
  "total_energy_ev": -161991.232,
  "homo_ev": [-1.686, -1.733],
  "s2": 0.82,
  "total_charge": -2,
  "homo_lumo_gap_ev": [5.38, 5.43]
}

{
  "formula": "C31H36N5O4SeSiTl",
  "method": "ωB97M-V with the def2-TZVPD basis set",
  "symbols": ["Tl", "C", "C", "N", "C", "C", "N", "C", "O", "O", "C", "O", "O", "H", "H", "H", "H", "H", "C", "C", "C", "C", "C", "C", "C", "N", "C", "N", "C", "C", "C", "C", "C", "C", "C", "N", "C", "C", "C", "C", "C", "C", "C", "H", "H", "H", "H", "H", "H", "H", "H", "H", "H", "H", "H", "H", "H", "H", "H", "H", "H", "H", "H", "H", "H", "C", "Si", "C", "C", "Se", "H", "H", "H", "H", "H", "H", "H", "H", "H"],
  "positions_angstrom": [[-0.40608, -1.53441, -0.94225], [4.11662, -0.00587, 0.13732], [2.86582, 0.71903, -0.21647], [1.68915, 0.26192, -0.10490], [0.74053, 1.21367, -0.71382], [1.62244, 2.37390, -1.08776], [2.90381, 2.00991, -0.76674], [1.36473, 3.60332, -1.79959], [0.10186, 3.98786, -1.98865], [2.29360, 4.28652, -2.21684], [-1.71623, 1.44550, -0.38953], [-2.00301, 2.46331, -1.05891], [-2.27028, 0.32414, -0.38500], [3.86071, -1.03152, 0.39262], [4.60925, 0.46316, 0.99243], [4.81649, -0.00901, -0.70133], [3.70422, 2.48192, -1.15512], [-0.57772, 3.42480, -1.53093], [-3.09133, 2.53465, 1.99675], [-2.04704, 3.54335, 2.40485], [-2.40804, 4.43808, 3.41750], [-1.60655, 5.47121, 3.86980], [-0.36200, 5.63607, 3.27775], [0.03834, 4.76541, 2.28764], [-0.76283, 3.70053, 1.82831], [-0.16336, 2.95088, 0.81506], [-0.39584, 1.57111, 0.41209], [-0.28082, 0.79761, 1.65951], [-0.44402, -0.51837, 2.07853], [-0.49986, -1.64565, 1.25293], [-0.59327, -2.91016, 1.81022], [-0.65215, -3.10183, 3.18609], [-0.60820, -1.98471, 4.00461], [-0.50590, -0.70087, 3.48263], [-0.45063, 0.47783, 4.41933], [0.28141, 0.49694, -1.88111], [0.00596, 1.04324, -3.14379], [-1.31204, 1.21679, -3.58963], [-1.59358, 1.67547, -4.86634], [-0.56289, 1.96928, -5.74895], [0.74525, 1.76373, -5.33905], [1.04725, 1.29063, -4.06428], [2.48407, 1.02020, -3.70439], [-3.90525, 2.55790, 2.72393], [-2.71659, 1.51448, 1.94887], [-3.49660, 2.76427, 1.01156], [-3.38904, 4.30201, 3.86178], [-1.94797, 6.13128, 4.65768], [0.30159, 6.43580, 3.58547], [1.01168, 4.89749, 1.82415], [0.80188, 3.21128, 0.71503], [-0.11467, 1.42433, 2.42232], [-0.59193, -3.76765, 1.14327], [-0.72155, -4.09905, 3.60620], [-0.65309, -2.09868, 5.08442], [-0.54705, 0.14515, 5.45370], [-1.24853, 1.20190, 4.22329], [0.49576, 1.02898, 4.34230], [-2.11558, 1.00015, -2.90023], [-2.62733, 1.80900, -5.16586], [-0.77347, 2.33811, -6.74681], [1.56302, 1.95979, -6.02743], [3.03163, 0.67177, -4.58303], [2.53742, 0.25749, -2.92529], [2.98724, 1.92008, -3.33691], [-0.48087, -6.51313, 0.84136], [0.05155, -6.44034, -0.97007], [-1.44626, -7.05503, -1.94769], [1.35924, -7.79882, -1.14552], [0.79063, -4.48254, -1.66613], [-0.70518, -7.54576, 1.13610], [-1.37799, -5.91062, 1.01004], [0.30657, -6.12714, 1.49447], [-1.67492, -8.10233, -1.71431], [-1.26005, -6.96499, -3.02077], [-2.32586, -6.44863, -1.71309], [0.96531, -8.78679, -0.87729], [2.21423, -7.57688, -0.50023], [1.72417, -7.83244, -2.17580]],
  "lowdin_charge": [0.887, -0.004, -0.374, 0.162, -0.373, -0.114, 0.152, -0.526, 0.111, 0.036, -0.670, -0.012, -0.078, 0.086, 0.075, 0.077, 0.145, 0.075, -0.032, -0.185, -0.079, -0.130, -0.122, -0.035, -0.174, 0.095, -0.243, 0.119, -0.239, -0.240, -0.159, -0.119, -0.091, -0.223, -0.061, -0.059, -0.259, -0.020, -0.099, -0.124, -0.074, -0.203, -0.040, 0.071, 0.071, 0.085, 0.097, 0.083, 0.090, 0.111, 0.106, 0.084, 0.035, 0.084, 0.091, 0.066, 0.072, 0.081, 0.097, 0.090, 0.081, 0.097, 0.073, 0.074, 0.064, -0.257, -0.071, -0.259, -0.264, 0.064, 0.015, 0.016, 0.020, 0.011, 0.012, 0.017, 0.010, 0.013, 0.010],
  "largest_force_ev_per_a": 0.81,
  "total_energy_ev": -126291.480,
  "homo_ev": [-2.162, -0.956],
  "total_charge": -2,
  "homo_lumo_gap_ev": [6.53, 5.33]
}

{
  "formula": "C4H8O2Se",
  "method": "ωB97M-V with the def2-TZVPD basis set",
  "symbols": ["C", "C", "C", "C", "O", "O", "Se", "H", "H", "H", "H", "H", "H", "H", "H"],
  "positions_angstrom": [[0.78060, -0.67042, -1.11797], [1.30845, 1.45439, 0.73646], [-0.45354, -1.07092, -0.05484], [-1.01573, 0.15903, 0.58675], [0.06178, -2.04164, 0.79904], [-1.88888, 0.93952, -0.13736], [2.20380, 0.01720, 0.00982], [1.18985, -1.65509, -1.41370], [0.54650, 0.16010, -1.79600], [1.11925, 2.23075, 0.01368], [1.90005, 1.82603, 1.54236], [-1.13389, -1.61606, -0.76405], [-1.42287, 0.06475, 1.53649], [0.78922, -2.59375, 0.22625], [-2.39744, 1.41479, 0.47304]],
  "lowdin_charge": [-0.401, -0.392, -0.449, -0.126, -0.112, 0.019, 0.908, 0.050, 0.067, -0.011, -0.035, 0.153, 0.095, 0.165, 0.071],
  "largest_force_ev_per_a": 4.10,
  "total_energy_ev": -73713.997,
  "de_lowest_kcal_mol": 106.0,
  "homo_ev": [-7.395, -7.465],
  "homo_lumo_gap_ev": [7.98, 7.66]
}

{
  "formula": "C6H14GaMgO4",
  "method": "ωB97M-V with the def2-TZVPD basis set",
  "symbols": ["O", "Ga", "C", "H", "H", "H", "O", "C", "C", "O", "C", "C", "O", "C", "Mg", "H", "H", "H", "H", "H", "H", "H", "H", "H", "H", "H"],
  "positions_angstrom": [[3.12770, 0.15897, 2.35307], [4.21925, -0.44705, 3.48868], [2.97764, 1.48188, 1.89197], [1.99816, 1.91132, 2.14178], [2.59070, 1.28261, 0.62931], [3.84836, 2.11302, 2.09550], [1.71904, 0.50839, -0.48958], [1.91451, -0.80298, -0.17860], [0.76088, -1.73247, -0.45937], [-0.42936, -0.96447, -0.26614], [-1.65358, -1.50622, -0.75124], [-2.68697, -0.41850, -0.57721], [-2.13942, 0.80278, -1.09740], [-3.10182, 1.85476, -1.21443], [-0.14366, 0.96016, -0.86494], [2.58268, -0.53099, 1.46559], [2.88544, -1.21028, -0.49762], [0.76177, -2.60599, 0.20700], [0.78234, -2.09775, -1.50137], [-1.93874, -2.39623, -0.17510], [-1.53712, -1.77975, -1.81065], [-2.93255, -0.26557, 0.48345], [-3.59969, -0.67411, -1.13086], [-2.57582, 2.74964, -1.55887], [-3.86565, 1.56562, -1.94629], [-3.56407, 2.04320, -0.23670]],
  "lowdin_charge": [-0.241, 1.476, -0.032, 0.127, 0.169, 0.142, -0.067, 0.001, -0.063, -0.206, -0.093, -0.107, -0.284, 0.008, 1.233, 0.270, 0.203, 0.186, 0.207, 0.177, 0.169, 0.166, 0.178, 0.118, 0.136, 0.130],
  "spin_multiplicity": 2,
  "largest_force_ev_per_a": 7.62,
  "total_energy_ev": -72406.010,
  "homo_ev": [-23.795, -23.795],
  "s2": 0.75,
  "total_charge": 4,
  "homo_lumo_gap_ev": [4.97, 3.58]
}

{
  "formula": "C8H14O2",
  "method": "ωB97M-V with the def2-TZVPD basis set",
  "symbols": ["C", "C", "O", "C", "C", "C", "C", "C", "C", "O", "H", "H", "H", "H", "H", "H", "H", "H", "H", "H", "H", "H", "H", "H"],
  "positions_angstrom": [[2.88591, 1.52875, 2.00666], [1.46404, 1.20407, 1.46929], [1.58789, 0.18483, 0.48569], [0.49194, 0.17336, -0.42684], [0.71405, -1.04681, -1.36875], [-0.50315, -1.32215, -2.21754], [-1.76394, -1.08841, -1.44354], [-1.83832, -0.38787, -0.25405], [-3.09210, -0.27996, 0.55221], [-0.73919, 0.16161, 0.34124], [2.86434, 2.44299, 2.59945], [3.56252, 1.71727, 1.16319], [3.29190, 0.73638, 2.61620], [0.88947, 0.84773, 2.33657], [0.99052, 2.09713, 1.05343], [0.50331, 1.09516, -1.04940], [1.58875, -0.87042, -2.00324], [0.96018, -1.87143, -0.68915], [-0.44028, -2.34035, -2.54936], [-0.51468, -0.67816, -3.09082], [-2.66309, -1.52454, -1.88509], [-2.96168, -0.72842, 1.55381], [-3.37448, 0.78228, 0.68523], [-3.90393, -0.83303, 0.11480]],
  "lowdin_charge": [-0.067, -0.252, -0.092, -0.308, -0.111, -0.205, -0.042, -0.326, -0.030, -0.003, 0.068, 0.075, 0.064, 0.118, 0.118, 0.169, 0.123, 0.129, 0.104, 0.110, 0.103, 0.091, 0.091, 0.070],
  "largest_force_ev_per_a": 3.19,
  "total_energy_ev": -12617.188,
  "de_lowest_kcal_mol": 20.6,
  "smiles": "CCO[C@H]1CCC=C(C)O1",
  "homo_ev": -8.265,
  "homo_lumo_gap_ev": 9.30
}